No. 1
Molecular formula: C6H6
Method: DFT, ωB97M-V/def2-TZVPD

The geometry in XYZ format:
```
12
Properties=species:S:1:pos:R:3:forces:R:3
C -3.428395 0.198372 -0.075979 -4.03 -0.28 0.16
C -2.264739 0.184736 0.112427 6.42 0.39 0.17
C 1.010138 1.489083 0.627904 -0.98 -0.50 1.71
C 1.001905 1.653865 -0.641448 -0.15 -1.85 -4.32
C 0.493637 0.374795 -0.020346 0.67 2.50 -1.71
C 0.649504 -1.088280 0.005150 0.17 1.13 2.64
H -4.447217 0.051028 0.164541 -0.53 0.13 -0.42
H 1.179195 1.893185 1.557512 0.57 0.86 1.87
H 1.338953 2.158492 -1.636326 -0.98 -0.86 2.32
H 1.646772 -1.474788 -0.084462 0.86 0.41 -0.28
H 0.041961 -1.507218 -0.687647 -1.85 -1.43 -2.02
H 0.310386 -1.334451 1.010961 -0.18 -0.52 -0.13
```
Positions in Å, forces in eV/Å.

Relative energy (zero: lowest compared OMol25 entry of this formula, charge and spin) = 205.0 kcal/mol
Lowest unoccupied orbital energy = -0.4 eV
HOMO-LUMO gap = 0.2857 Ha
Total charge = 0
Electronic energy = -231.899663 hartree


No. 2
Molecular formula: C6H6
Method: DFT, ωB97M-V/def2-TZVPD

The geometry in XYZ format:
```
12
Properties=species:S:1:pos:R:3:forces:R:3
C 1.547761 -0.821465 0.142287 -0.18 -0.45 -0.21
C -0.054940 1.417163 -0.043959 -0.24 2.49 -0.82
C -1.514027 -0.731562 -0.197353 0.65 -0.29 1.29
C 0.795473 0.295913 -0.592094 -1.07 -2.08 0.97
C 0.024344 -0.838838 -0.004993 -0.13 -0.09 -0.27
C -0.727006 0.247219 0.634194 -0.10 -0.22 -1.12
H 2.088454 -1.666944 -0.420188 -0.80 1.88 0.60
H 1.865731 -0.660545 1.176319 0.28 -0.18 -0.16
H 0.374423 2.215343 0.568152 0.54 -0.50 0.12
H -0.626855 2.038743 -0.836014 0.35 -1.55 1.15
H -1.746822 -0.481956 -1.167570 -0.45 0.91 -2.43
H -2.318236 -1.411560 0.130016 1.16 0.08 0.89
```
Positions in Å, forces in eV/Å.

Relative energy (zero: lowest compared OMol25 entry of this formula, charge and spin) = 182.8 kcal/mol
Lowest unoccupied orbital energy = 0.1 eV
HOMO-LUMO gap = 0.3029 Ha
Total charge = 0
Electronic energy = -231.935063 hartree